1.
Formula: C5H11N4
Source: OMol25
Level of theory: ωB97M-V/def2-TZVPD

As for the expectation value of S²: 2.0209. The multiplicity is 3. The calculation puts the HOMO energy (spin up / spin down) at -10.32 / -14.35 eV. Its HOMO-LUMO gap (spin up / spin down) is 7.12 / 9.86 eV. The charge is +1.

The geometry in XYZ format:
```
20
Properties=species:S:1:pos:R:3:forces:R:3
C 2.9391 0.0158 -0.2137 -1.6 -0.8 -1.4
C 2.6271 0.5506 1.0059 3.5 0.2 0.9
C 1.7272 -0.0232 -0.9485 0.7 1.6 3.4
C -1.2678 -1.8406 0.2564 -1.9 -0.4 1.2
C -0.6617 0.7014 -0.4038 1.7 1.4 -0.4
N 1.3564 0.9297 1.0767 -2.3 0.5 0.9
N 0.7621 0.5784 -0.1623 -1.6 -0.1 0.2
N -1.0862 0.8388 -1.6998 -2.6 0.5 0.0
N -1.4351 1.2750 0.6006 0.1 0.9 0.1
H 3.8344 -0.4589 -0.5937 0.1 0.4 0.4
H 3.4749 0.7412 1.7355 -2.0 -0.1 -0.4
H 1.5768 -0.4143 -1.8940 -0.7 -0.5 -1.6
H -0.2795 -1.9655 0.5661 1.6 -0.2 0.0
H -1.9575 -1.7469 1.1142 0.2 0.0 -0.8
H -1.6304 -2.1263 -0.7092 0.0 0.0 -0.3
H -0.4998 0.9244 -2.4712 1.6 -0.2 -1.2
H -2.0307 1.2802 -1.9723 2.0 -1.1 1.4
H 0.8147 1.2844 1.9871 1.1 -1.1 -3.2
H -1.4441 2.3035 0.4274 -0.2 -0.7 0.4
H -2.4049 0.9618 0.5176 0.3 -0.1 0.3
```
Positions in Å, forces in eV/Å.

---

2.
Formula: CH4FOP
Source: OMol25
Level of theory: ωB97M-V/def2-TZVPD

As for the expectation value of S²: 2.0055. The multiplicity is 3. The calculation puts the HOMO energy (spin up / spin down) at -7.28 / -9.64 eV. Its HOMO-LUMO gap (spin up / spin down) is 8.21 / 6.87 eV.

The geometry in XYZ format:
```
8
Properties=species:S:1:pos:R:3:forces:R:3
C 1.1573 -0.0919 -0.4162 2.9 -2.3 -2.4
O 0.3202 0.5309 0.2262 -2.4 2.3 2.3
F -3.0423 0.5058 0.8350 0.3 0.0 -0.6
P -2.2146 -0.3837 -0.2882 -4.6 4.4 -4.5
H 1.6467 -0.9727 -0.0057 0.0 -0.1 0.3
H 1.4802 0.2072 -1.4126 -0.2 0.2 0.0
H -1.5600 -0.9263 0.5670 3.9 -4.0 4.9
H -3.2588 -1.3032 -0.4270 0.0 -0.7 0.0
```
Positions in Å, forces in eV/Å.

---

3.
Formula: C35H59ErF6N3OPSe3Te
Source: OMol25
Level of theory: ωB97M-V/def2-TZVPD

As for the expectation value of S²: 3.7526. The multiplicity is 4. The calculation puts the HOMO energy (spin up / spin down) at -5.95 / -5.95 eV. Its HOMO-LUMO gap (spin up / spin down) is 4.65 / 4.65 eV.

The geometry in XYZ format:
```
110
Properties=species:S:1:pos:R:3:forces:R:3
Er -0.7976 -0.4151 3.7532 -0.7 -0.1 -0.5
Se 0.8002 1.5091 5.2501 0.2 -0.7 0.8
Se 0.8349 2.9486 3.4920 0.3 0.2 -1.0
Te 0.1501 1.6868 1.2353 -0.1 1.3 -0.4
Se -0.1071 -0.7527 1.1269 1.0 -0.2 -0.1
C -2.9205 0.9415 5.6406 -2.0 0.8 -0.1
N -3.0449 0.7853 4.1870 0.8 -0.2 -0.3
C -3.0850 2.0594 3.4291 1.1 0.3 1.4
C -4.2509 0.0109 3.7735 1.2 0.7 0.4
C -3.8546 -0.9852 2.7480 -0.8 -0.6 -2.1
C -4.7386 -1.2311 1.6555 0.9 0.3 1.7
C -4.3196 -2.1385 0.7115 -0.7 0.4 -0.6
C -3.1251 -2.7926 0.7919 1.6 -1.1 0.9
C -2.3305 -2.6480 1.9474 -0.4 -0.1 -1.9
C -2.6167 -1.6398 2.8432 -0.4 0.2 1.8
H -3.8842 1.4141 6.0055 0.7 -0.8 0.1
H -2.1896 1.6998 5.8641 0.7 -0.1 0.1
H -2.7367 -0.0337 6.1455 -0.1 0.7 -0.3
H -3.8312 2.7302 3.9060 0.0 -0.2 -0.6
H -3.2964 1.7821 2.3932 0.0 0.5 0.1
H -2.0982 2.5945 3.5298 -0.8 -0.5 -0.4
H -4.9755 0.7624 3.4488 -0.4 -0.4 -0.1
H -4.6166 -0.5056 4.6352 -0.4 -0.3 0.7
H -5.6826 -0.6831 1.5902 0.2 -0.3 -0.1
H -4.9383 -2.3255 -0.1271 -0.6 -0.1 -0.9
H -2.7273 -3.4176 -0.0225 -0.6 0.1 0.3
H -1.3922 -3.2196 1.9646 -0.3 0.3 0.3
C -2.4609 4.3065 -5.2113 -1.2 1.4 -0.1
C -3.4962 3.4804 -4.3987 0.9 -0.6 0.4
C -2.7548 2.4771 -3.4451 0.7 -0.7 -1.0
C -1.3803 2.0257 -4.1035 -0.9 0.0 -1.6
C -0.4412 3.2203 -4.1757 0.2 1.7 -0.6
C -1.2229 4.5892 -4.4159 1.7 -0.5 0.4
P -0.6282 0.6774 -3.1093 0.1 -1.4 -1.1
C 1.1173 0.5083 -3.7755 0.0 0.6 -0.1
C 1.3759 0.5908 -5.3331 0.0 -0.2 -0.1
C 2.7566 1.2095 -5.6221 0.8 0.1 0.2
C 3.7991 0.6020 -4.6208 -0.3 0.3 -0.7
C 3.4832 1.0840 -3.2096 1.9 -0.3 1.9
C 2.0362 1.4464 -2.9582 0.3 -0.8 -0.7
C -1.1974 -0.9180 -4.0263 -0.2 -0.4 0.0
C -2.1086 -0.8116 -5.2794 -0.8 0.7 0.5
C -2.6828 -2.1785 -5.6588 0.3 -2.0 0.6
C -1.8857 -3.4342 -5.0369 0.3 1.1 -1.9
C -1.8823 -3.3357 -3.5314 0.6 -1.0 1.9
C -1.9199 -1.8802 -3.0254 -0.4 0.0 -1.9
H -2.9981 5.2501 -5.3744 0.3 0.1 -0.3
H -2.1992 3.9699 -6.2267 -0.2 -0.5 0.5
H -4.1764 2.9399 -5.0908 0.2 0.4 0.6
H -4.0292 4.2215 -3.7619 -0.1 -0.7 -0.5
H -3.3516 1.5658 -3.1816 0.3 0.8 -0.2
H -2.4537 2.9582 -2.5114 -0.3 0.0 0.1
H -1.5527 1.7055 -5.1889 0.0 0.2 1.4
H 0.4100 3.1222 -4.9219 -1.3 -0.1 0.6
H 0.0541 3.3547 -3.2421 0.5 0.0 1.0
H -0.5245 5.2992 -4.8802 -0.2 -0.3 -0.6
H -1.3811 5.1566 -3.4783 -0.6 -0.8 0.0
H 1.3896 -0.5144 -3.4275 -0.1 0.5 -0.2
H 0.6831 1.2370 -5.9133 -0.2 -0.6 0.7
H 1.3462 -0.4468 -5.8046 -0.1 1.2 0.7
H 2.7530 2.3529 -5.4617 -0.1 -1.7 -0.4
H 2.9843 0.9756 -6.6973 0.1 0.5 1.0
H 4.8262 0.8323 -4.8916 0.1 0.4 -0.1
H 3.8046 -0.4899 -4.6435 -0.5 -0.1 -0.2
H 4.1694 1.9258 -2.8939 -0.7 -0.5 -0.6
H 3.7627 0.2913 -2.4458 -0.2 0.5 -1.0
H 1.9338 2.4965 -3.1652 -0.5 0.4 -0.1
H 1.8176 1.2564 -1.9219 -0.2 0.3 0.6
H -0.2582 -1.3858 -4.4256 -0.7 0.2 0.7
H -1.5922 -0.3918 -6.1451 0.2 0.1 0.2
H -2.9793 -0.1136 -5.0744 0.9 -0.6 -0.2
H -2.8569 -2.2922 -6.7423 0.3 0.0 0.4
H -3.6392 -2.3684 -5.1893 -0.6 0.6 0.0
H -0.8583 -3.4527 -5.5057 -0.8 -0.1 0.7
H -2.3917 -4.3516 -5.3455 0.1 0.1 -0.2
H -0.9843 -3.8391 -3.0825 -0.4 0.5 -0.6
H -2.6931 -3.9528 -3.0353 0.4 0.9 -0.8
H -1.5444 -1.8035 -2.0402 0.4 0.1 1.1
H -2.9728 -1.5798 -3.0218 0.0 0.2 0.3
C 1.6572 -3.9009 5.0449 -0.2 -0.4 -1.0
C 0.3814 -3.1407 5.3777 -0.8 2.4 0.0
O 0.1700 -2.0922 4.4408 0.3 -1.9 1.8
C -0.9013 -4.0654 5.4323 -1.2 0.4 -0.7
F -2.1199 -3.4113 5.6532 2.2 -0.6 -0.2
F -1.0603 -4.7015 4.2304 0.4 0.5 1.2
F -0.7939 -4.9960 6.3959 0.0 0.2 -0.3
C 0.6031 -2.4201 6.7849 -0.2 -0.2 0.8
F -0.5045 -1.8167 7.3244 0.8 -0.6 -0.8
F 1.0555 -3.2968 7.7591 -0.3 0.9 -1.1
F 1.5293 -1.4382 6.6543 -0.4 -0.9 0.1
H 1.5661 -4.1666 3.9709 0.2 0.1 0.6
H 1.7821 -4.8192 5.6151 0.0 0.0 0.1
H 2.5402 -3.2609 5.1775 -0.4 -0.1 0.0
N 6.6158 0.6799 2.8531 0.1 -0.1 -0.4
C 5.3591 -0.2129 2.6588 0.4 -0.8 -1.1
C 4.2372 0.1824 3.5646 0.1 3.1 -1.5
N 4.6548 0.5010 4.9249 -3.5 -1.7 0.6
C 5.5621 1.5772 4.9727 0.8 -0.5 -0.3
C 6.8477 1.0777 4.3249 2.1 0.8 -0.4
H 6.5356 1.5416 2.2679 -0.3 -0.8 0.6
H 7.4351 0.1635 2.4483 -0.8 0.6 0.7
H 5.5540 -1.3000 2.8013 0.8 0.9 0.0
H 5.0734 -0.0679 1.5833 0.2 -0.2 1.0
H 3.4605 -0.5598 3.3903 -0.2 0.1 0.7
H 3.9041 1.1707 3.0788 -0.4 -1.1 0.6
H 3.7248 0.7274 5.4054 1.7 -0.3 -0.5
H 5.6965 1.8529 6.0001 0.6 0.0 0.6
H 5.2106 2.4805 4.5084 -0.2 0.7 -0.8
H 7.2764 0.1660 4.7392 -0.6 0.0 0.5
H 7.7171 1.8214 4.3674 -1.4 -0.7 -0.4
```
Positions in Å, forces in eV/Å.

---

4.
Formula: C45H34Cl5F2KN6O3
Source: OMol25
Level of theory: ωB97M-V/def2-TZVPD

The calculation puts the HOMO energy at -0.90 eV. Its HOMO-LUMO gap is 4.71 eV. The charge is -2.

The geometry in XYZ format:
```
96
Properties=species:S:1:pos:R:3:forces:R:3
K 0.5317 -1.0334 0.7104 -0.2 0.3 -0.2
C 4.9921 -2.2162 -0.7760 0.0 0.0 0.0
C 3.6473 -2.3724 -0.3893 0.0 0.1 -0.1
N 2.6736 -1.6715 -0.9125 -0.1 -0.1 0.2
C 2.9355 -0.7330 -1.8491 0.1 0.1 -0.1
C 4.2575 -0.5162 -2.3171 0.0 -0.1 -0.1
C 5.2843 -1.2953 -1.7397 0.0 0.0 0.1
C 4.5235 0.4452 -3.3206 0.0 0.0 0.0
C 3.4718 1.1819 -3.8074 0.0 0.0 0.0
C 2.1653 0.9968 -3.3524 -0.2 0.1 0.0
C 1.8168 0.0492 -2.3743 0.2 0.0 0.0
N 0.5890 -0.1474 -1.8681 0.1 0.0 0.1
C -0.5188 -0.1209 -2.6547 -0.1 0.0 0.0
C -0.4535 -0.4192 -4.0406 0.0 0.0 -0.1
C -1.5706 -0.6044 -4.8265 0.1 0.0 0.0
C -2.8330 -0.5003 -4.2693 0.0 0.0 0.1
C -2.9492 -0.1800 -2.9154 0.0 -0.1 -0.1
C -4.2893 -0.2019 -2.3251 -0.1 0.0 0.0
C -4.4611 -0.0536 -1.0149 0.0 0.0 0.0
C -3.3281 0.2909 -0.1568 -0.2 -0.1 -0.1
N -1.9626 0.3663 -0.7134 0.1 0.1 0.1
C -1.8285 0.0552 -2.1046 0.1 -0.1 -0.1
H 5.7613 -2.8161 -0.3065 0.0 0.0 0.0
H 3.3707 -3.0951 0.3727 0.0 0.0 0.0
H 6.3067 -1.1378 -2.0684 0.0 0.0 0.0
H 5.5410 0.5918 -3.6639 0.0 0.0 0.0
H 3.6457 1.9431 -4.5623 0.0 0.0 0.0
H 1.3814 1.6224 -3.7626 0.0 0.0 0.0
H 0.5233 -0.5507 -4.4870 0.0 0.0 0.0
H -1.4480 -0.8517 -5.8762 0.0 0.0 0.0
H -3.7294 -0.6671 -4.8566 0.0 0.0 0.0
H -5.1260 -0.4029 -2.9872 0.0 0.0 0.0
H -5.4457 -0.1286 -0.5626 0.0 0.0 0.0
H -3.3603 -0.1149 0.8510 0.0 0.0 0.0
O 3.5401 1.0786 0.5896 -0.1 0.1 -0.1
C 3.9438 2.1547 -0.2215 0.2 -0.1 0.0
C 2.8694 3.1964 -0.4043 0.0 0.0 -0.1
C 3.0195 4.2278 -1.3278 0.0 0.0 0.0
C 1.9846 5.1294 -1.4858 0.0 0.0 0.0
C 0.8372 4.9763 -0.7204 -0.1 -0.1 0.0
C 0.7781 3.9133 0.1655 0.0 0.1 0.0
N 1.7697 3.0382 0.3170 0.1 -0.1 0.0
H 2.5697 1.1051 0.5792 0.1 0.1 0.2
H 4.2449 1.8077 -1.2170 0.0 0.0 0.0
H 4.8246 2.6127 0.2439 0.0 0.0 0.0
H 3.9217 4.2869 -1.9243 0.0 0.0 0.0
H 2.0595 5.9304 -2.2118 0.0 0.0 0.0
H -0.0177 5.6294 -0.8204 0.0 0.0 0.0
H -0.1007 3.7394 0.7677 -0.1 0.0 0.0
F -3.5240 4.7018 -2.1956 0.0 0.0 0.1
C -3.1796 3.8947 -1.1387 0.0 0.0 0.0
C -3.0699 2.5741 -1.3644 0.0 0.1 -0.1
C -2.6678 1.6374 -0.2909 0.1 0.2 0.1
C -2.3358 2.3316 1.0062 0.0 0.1 0.0
C -2.5527 3.6906 1.0915 0.1 0.0 0.1
F -2.2809 4.3002 2.2954 0.0 0.0 0.0
C -2.9583 4.5509 0.0872 0.1 -0.1 0.0
C -2.1069 1.5729 2.2372 0.0 0.0 0.1
C -2.8780 1.8200 3.3937 0.1 0.0 -0.1
C -2.6628 1.0842 4.5379 0.0 0.0 0.0
C -1.7002 0.0806 4.5291 0.0 -0.1 0.0
C -1.0032 -0.1231 3.3508 0.0 0.1 0.1
N -1.1778 0.6047 2.2495 0.0 -0.1 -0.1
H -3.2433 2.2217 -2.3694 0.0 -0.1 0.0
H -2.9596 5.6222 0.1982 0.0 0.0 0.0
H -3.6423 2.5832 3.3613 0.0 0.0 0.0
H -3.2531 1.2794 5.4270 0.0 0.0 0.0
H -1.4899 -0.5290 5.3978 0.0 0.0 0.0
H -0.2481 -0.9020 3.2952 0.0 0.0 0.1
Cl 6.0972 -3.3661 6.2951 0.0 0.0 0.0
C 4.7913 -3.0505 5.2017 0.0 0.0 0.0
C 4.2890 -1.7554 5.0412 0.0 -0.1 0.0
Cl 4.9940 -0.4615 5.9528 0.0 0.0 0.0
C 3.2473 -1.4982 4.1752 0.0 0.0 0.0
Cl 2.6189 0.0931 3.9701 0.0 0.1 0.0
C 2.6138 -2.5239 3.3926 0.2 0.0 0.1
O 1.6730 -2.2874 2.6073 -0.1 -0.1 0.0
C 3.1659 -3.8333 3.5914 0.0 0.1 0.0
Cl 2.4522 -5.1049 2.6674 0.0 -0.1 -0.1
C 4.2114 -4.0789 4.4616 0.0 0.0 0.0
Cl 4.8198 -5.6940 4.6439 0.0 0.0 0.0
C -2.6170 -3.5201 -1.6884 0.0 0.0 0.0
N -3.3338 -3.3961 -0.4300 0.0 0.1 -0.1
C -4.7485 -3.6778 -0.4973 0.0 0.0 0.0
C -2.7255 -2.7906 0.6301 -0.1 -0.2 -0.1
C -3.5432 -2.5932 1.8888 0.0 0.1 0.0
O -1.5562 -2.4550 0.5842 -0.1 -0.2 0.1
H -2.5521 -4.5737 -1.9761 0.0 0.0 0.0
H -1.6203 -3.1059 -1.5720 0.0 0.0 0.0
H -3.1293 -2.9642 -2.4751 0.0 0.1 0.0
H -4.9027 -4.6077 -1.0511 0.0 0.0 0.0
H -5.2822 -2.8762 -1.0173 0.0 0.0 0.0
H -5.1715 -3.8068 0.4951 0.0 0.0 0.0
H -3.9065 -3.5433 2.2834 0.0 0.0 0.0
H -4.4056 -1.9523 1.7000 0.0 0.0 0.0
H -2.9041 -2.1104 2.6241 0.0 0.0 0.0
```
Positions in Å, forces in eV/Å.

---

The evaluated strongest force on any atom for the records listed, in turn: 3.8 7.8 3.9 0.4 eV Å⁻¹.
The evaluated relative energy (zero: lowest compared OMol25 entry of this formula, charge and spin) for the records listed, in turn: 33.7 36.0 6.9 30.6 kcal/mol.